Computed, not measured: C6H3BInNO8 as an isolated structure in a non-equilibrium geometry, with ωB97M-V with the def2-TZVPD basis set.

Geometry as XYZ:
```
20
Properties=species:S:1:pos:R:3:forces:R:3
In 3.608733 1.078132 -0.953465 0.42 -0.26 -0.56
O 0.883838 0.524209 -0.179736 -1.11 -1.07 0.70
C -0.057772 0.315291 0.527562 0.78 2.48 1.29
O -0.217188 0.627266 1.827825 -0.13 -0.16 -0.69
B -1.650458 0.654656 2.272075 1.15 -0.65 -2.26
O -2.380593 0.186800 1.040823 0.76 0.76 1.44
C -1.547813 0.041350 0.053583 -2.84 -1.90 -4.28
O -1.864086 -0.274230 -1.093287 1.67 1.02 3.33
O -2.154742 1.945821 2.794080 0.19 -0.24 -0.58
C -2.743568 1.794851 3.936119 -1.41 4.90 -0.19
O -3.375275 2.528710 4.614829 0.61 -1.02 -0.58
C -2.407345 0.349882 4.325830 -1.33 -5.90 7.00
O -1.808376 -0.236618 3.413545 0.89 -0.65 -2.20
O -2.722296 -0.145857 5.409606 0.60 2.40 -2.91
C 2.789204 -1.798944 -5.051209 0.52 -0.10 2.35
C 3.616698 -0.981962 -4.079845 0.90 -0.08 -0.67
N 4.302355 -0.406541 -3.335677 -1.52 -0.40 -0.36
H 1.776908 -1.559444 -4.725633 -0.29 0.25 -1.05
H 2.880554 -2.824392 -4.693125 0.30 -0.18 -0.02
H 3.071224 -1.818977 -6.103899 -0.18 0.78 0.23
```
Forces are in eV/Å.

Results
E in a.u.: -1101.38101
Net charge: +2
Spin multiplicity: 1
HOMO-LUMO gap in eV: 2.44

Results of the natural (NBO) charge analysis, in e, for atoms 1 through 4: In 1.0293; O -0.4543; C 0.7602; O -0.5694